Density functional theory data (ωB97M-V/def2-TZVPD) for C12H18AuNOSTe as an isolated structure.

XYZ file:
```
35
Properties=species:S:1:pos:R:3:mulliken_charge:R:1
Au -2.2384 0.0042 -0.4403 0.108
C 0.3068 0.4740 -4.2385 -0.857
C -0.5753 0.5537 -3.0932 0.528
N -1.2175 0.5951 -2.1522 -0.246
H 1.2961 0.1832 -3.8887 0.257
H 0.3532 1.4366 -4.7439 0.328
H -0.0652 -0.2826 -4.9267 0.274
C 0.6646 -1.5886 2.7086 -0.968
C 0.5782 -2.1420 1.2958 -0.414
S 1.1644 -0.9662 0.0543 0.473
O 0.9295 -1.5986 -1.2768 -0.665
C 2.9431 -1.0980 0.4027 -0.499
C 3.5235 -2.4732 0.1191 -1.137
H 0.2038 -2.2899 3.4035 0.352
H 0.1226 -0.6455 2.7922 0.151
H 1.6948 -1.4294 3.0305 0.339
H -0.4636 -2.2977 1.0114 0.227
H 1.1152 -3.0813 1.1648 0.400
H 3.0928 -0.7725 1.4332 0.327
H 3.3898 -0.3417 -0.2449 0.420
H 3.2752 -3.1890 0.9015 0.277
H 4.6102 -2.4164 0.0569 0.378
H 3.1409 -2.8490 -0.8304 0.288
Te -3.2096 -0.7766 1.7631 -0.084
C -2.8366 0.9807 2.8933 -0.069
C -1.6221 1.6597 2.8198 -0.029
C -1.3914 2.7813 3.6032 -0.704
C -2.3664 3.2346 4.4821 -0.380
C -3.5762 2.5616 4.5630 -0.506
C -3.8121 1.4460 3.7695 -0.345
H -0.8553 1.3141 2.1360 0.382
H -0.4443 3.3016 3.5280 0.348
H -2.1848 4.1074 5.0961 0.363
H -4.3458 2.9077 5.2419 0.350
H -4.7662 0.9371 3.8317 0.332
```

Computed properties:
* spin multiplicity: 1
* net charge: 0
* LUMO level: 0.3 eV

=====

Density functional theory data (ωB97M-V/def2-TZVPD) for C12H18Br2N4SY as an isolated structure.

XYZ file:
```
38
Properties=species:S:1:pos:R:3:mulliken_charge:R:1
Y -1.5938 0.9873 0.8342 1.093
Br -4.0386 1.6405 -0.7546 0.004
C -3.6585 0.2018 -2.0127 -0.401
Br -1.8869 -0.5351 -1.6169 0.024
H -3.6506 0.6204 -3.0133 0.395
H -4.4019 -0.5750 -1.8765 0.448
C -0.3124 -4.1450 -0.4549 -1.209
N -0.3083 -3.0552 0.5504 0.156
C -1.5462 -2.9676 1.3363 -1.039
C 0.6859 -2.1800 0.6384 0.668
S 0.3615 -0.5375 1.3055 -0.219
N 1.9265 -2.4682 0.3075 -0.055
C 2.9590 -1.4600 0.0017 -1.014
C 2.4925 -3.8372 0.4732 -1.071
H -1.2773 -4.1177 -0.9590 0.432
H -0.1931 -5.1174 0.0182 0.399
H 0.4760 -3.9869 -1.1824 0.416
H -1.8890 -3.9813 1.5306 0.356
H -2.3255 -2.4496 0.7694 0.289
H -1.3688 -2.4766 2.2877 0.447
H 2.5075 -0.5348 -0.3369 0.372
H 3.5846 -1.8626 -0.7920 0.378
H 3.5711 -1.2780 0.8842 0.375
H 1.8090 -4.4610 1.0358 0.382
H 3.4143 -3.7248 1.0406 0.395
H 2.7149 -4.2829 -0.4933 0.383
N 1.5331 7.7601 -0.6681 -0.215
C 1.0700 6.7380 -0.4278 -0.344
C 0.4950 5.4611 -0.1316 0.710
C 0.4637 4.4578 -1.1039 -0.647
C -0.0978 3.2470 -0.7842 0.002
N -0.6248 2.9845 0.4364 -0.114
C -0.5817 3.9627 1.3745 -0.104
C -0.0390 5.2008 1.1314 -0.619
H 0.8752 4.6296 -2.0892 0.509
H -0.1269 2.4493 -1.5192 0.497
H -0.9939 3.7388 2.3536 0.393
H -0.0249 5.9547 1.9068 0.529
```

Computed properties:
* spin multiplicity: 1
* net charge: +3
* LUMO level: -11.0 eV

=====

Density functional theory data (ωB97M-V/def2-TZVPD) for a 3-piece molecular cluster, C12H18Cl4F6O4 overall.

XYZ file:
```
44
Properties=species:S:1:pos:R:3:mulliken_charge:R:1
C 0.4734 1.2359 0.7188 -1.169
C 0.7196 0.6996 -0.7657 -0.495
O -0.1914 -0.3794 -1.0810 -0.256
C 0.0619 -1.1845 -2.0777 0.347
O 1.2470 -1.3537 -2.5542 -0.644
C -1.1873 -2.0093 -2.4870 1.016
F -1.6715 -1.6540 -3.6487 -0.270
F -1.0294 -3.3188 -2.5419 -0.236
F -2.1037 -1.8960 -1.5489 -0.262
H -0.3269 1.9753 0.6873 0.440
H 1.2969 1.7162 1.2472 0.608
H 0.1838 0.4247 1.3867 -0.055
H 1.7886 0.5199 -0.8792 0.283
H 0.4176 1.4599 -1.4860 0.111
C -0.0191 2.2134 3.1516 -0.914
C 0.2642 0.7366 3.3173 -0.284
O -0.0077 0.2954 4.7334 -0.267
C -1.1817 -0.3075 5.0414 0.406
O -2.1580 -0.4560 4.3021 -0.539
C -1.3712 -0.6834 6.5273 0.804
F -2.0954 -1.7882 6.6648 -0.228
F -0.1822 -0.7338 7.1735 -0.223
F -2.2280 0.2256 7.1238 -0.257
H -1.0552 2.5433 3.2269 0.303
H 0.2893 2.3334 2.1130 0.237
H 0.6886 2.8662 3.6625 0.348
H 1.3186 0.5343 3.1286 0.373
H -0.3119 0.2305 2.5426 0.731
Cl -2.7826 3.7443 -4.7443 -0.179
C -2.4747 3.6194 -3.0284 -0.437
C -1.0525 3.0879 -2.8126 -0.428
Cl -0.6081 3.0382 -1.0422 -0.288
H -3.1564 2.8791 -2.6099 0.309
H -2.6303 4.5396 -2.4653 0.332
H -0.3505 3.7466 -3.3239 0.388
H -0.8656 2.0984 -3.2296 0.320
Cl 3.1502 -5.4101 -4.4051 -0.210
C 3.4044 -4.3515 -2.9978 -0.471
C 2.3563 -3.2743 -3.0230 -0.339
Cl 0.7732 -3.8827 -2.5984 -0.133
H 4.4316 -4.0017 -3.1000 0.345
H 3.2772 -4.8985 -2.0636 0.300
H 2.3852 -2.6957 -3.9463 0.311
H 2.5136 -2.4849 -2.2881 0.273
```

Computed properties:
* spin multiplicity: 1
* net charge: 0
* LUMO level: 0.2 eV

=====

no.,HOMO-LUMO gap (eV)
1,7.3
2,7.5
3,9.4